Entry 1:
Formula: C39H46ClN2O6SeW
Source: the OMol25 dataset
Level of theory: the ωB97M-V functional and the def2-TZVPD basis

Values from the calculation:
**Gap between HOMO and LUMO**: 6.08 eV
**2S+1**: 1
**Total charge**: +3

Atoms and positions in Å:
W  0.11957  -1.07694  -0.53510
C  -1.01065  6.34759  -0.27176
C  -0.36360  5.74880  0.98729
C  -1.31987  5.90130  2.18284
C  0.92904  6.50597  1.28575
C  -0.11863  4.26039  0.76287
C  -1.22437  3.41194  0.54224
C  -0.99620  2.06028  0.47713
Se  -1.90871  0.99860  -0.83917
C  -2.35613  -0.79094  -0.32548
C  -3.18968  -1.19411  0.70242
C  -3.57783  -2.53335  0.78028
C  -3.10373  -3.44003  -0.19670
C  -2.22451  -3.11801  -1.22046
C  -1.84680  -1.75866  -1.26381
O  -0.86458  -1.30015  -2.16185
C  -1.68664  -4.14115  -2.21819
C  -2.03797  -3.68777  -3.64496
C  -0.16281  -4.28991  -2.05592
C  -2.30650  -5.52298  -1.98260
C  -4.49352  -3.04336  1.87842
C  -5.72141  -3.71532  1.24231
C  -3.69746  -4.07574  2.70008
C  -4.96307  -1.92353  2.80641
C  0.31284  1.57621  0.63367
O  0.41580  0.22399  0.70865
C  1.43303  2.34620  0.46729
C  1.15648  3.72296  0.64291
C  2.82983  1.83862  -0.04976
C  3.78990  1.80821  1.13368
C  4.09733  0.37094  -1.89630
C  4.12394  4.12733  -0.59346
H  -1.30717  7.37776  -0.07601
H  -1.90831  5.80796  -0.57612
H  -0.31290  6.35562  -1.11163
H  -1.42465  6.95657  2.43203
H  -0.94555  5.38336  3.06676
H  -2.31794  5.52340  1.95677
H  0.69497  7.55173  1.47927
H  1.62309  6.49670  0.44124
H  1.43693  6.11705  2.17076
H  -2.20911  3.82934  0.38081
H  -3.56211  -0.47205  1.41480
H  -3.44090  -4.46175  -0.11494
H  -1.60085  -2.72429  -3.90467
H  -3.11852  -3.62637  -3.77501
H  -1.66096  -4.42560  -4.35279
H  0.38845  -3.36183  -2.26409
H  0.20187  -5.01356  -2.78523
H  0.09748  -4.66608  -1.06460
H  -3.38794  -5.51262  -2.12096
H  -2.07533  -5.92010  -0.99298
H  -1.89599  -6.21796  -2.71385
H  -5.46119  -4.57020  0.61833
H  -6.29660  -3.00914  0.64223
H  -6.36832  -4.08454  2.03727
H  -3.38123  -4.92894  2.09929
H  -4.33296  -4.45490  3.49954
H  -2.81466  -3.62483  3.15647
H  -5.52556  -1.15321  2.27496
H  -4.13308  -1.45749  3.34224
H  -5.62955  -2.34222  3.55856
H  1.97105  4.42094  0.68157
H  3.52314  1.02582  1.84460
H  3.72567  2.75210  1.67290
H  4.82320  1.67788  0.82558
H  4.25282  -0.66555  -2.19871
H  5.02710  0.73347  -1.45910
H  3.88122  0.92947  -2.80535
H  3.67548  4.74694  0.17381
H  4.35371  4.76655  -1.44623
H  5.07633  3.77211  -0.20570
O  4.07745  -4.53136  2.61935
C  4.23407  -3.22270  2.49238
O  4.87470  -2.55320  3.23945
C  3.53150  -2.52125  1.34837
C  4.06198  -1.38727  0.69111
Cl  5.65923  -0.89249  0.73906
N  3.09458  -0.82398  -0.06930
N  2.01389  -1.62772  -0.00262
C  2.23809  -2.60377  0.88530
C  0.97164  -3.31669  1.21436
O  0.79554  -4.29926  1.83510
O  -0.06214  -2.58153  0.63797
C  2.91280  0.42290  -0.90584
C  3.28599  2.93079  -1.08614
C  2.21492  3.27942  -2.03909
C  1.23351  2.50086  -2.61477
C  1.01960  1.12549  -2.50783
C  1.64393  0.09777  -1.72317
H  3.53982  -4.93413  1.92350
H  4.00844  2.47412  -1.77500
H  2.25929  4.29623  -2.42505
H  0.60199  3.00143  -3.33836
H  0.27531  0.74143  -3.20109
H  1.83962  -0.74395  -2.41826

Atomic forces in eV per Å
W -0.638 1.149 1.144
C -0.017 0.012 0.007
C -0.017 0.006 0.018
C -0.003 0.015 -0.018
C 0.024 0.014 0.018
C 0.024 0.053 0.000
C 0.010 -0.053 -0.036
C 0.123 0.069 0.060
Se 0.201 0.066 -0.198
C -0.032 -0.198 -0.113
C 0.074 -0.020 0.085
C 0.026 -0.041 -0.063
C 0.140 0.089 -0.085
C -0.275 -0.168 0.385
C -0.087 -0.020 -0.628
O 0.082 -0.085 0.336
C -0.052 -0.004 0.004
C 0.030 -0.001 -0.025
C 0.084 0.024 -0.009
C 0.026 0.039 -0.022
C 0.059 0.029 0.011
C -0.032 -0.012 -0.025
C -0.010 -0.012 0.005
C 0.010 0.006 0.011
C 0.209 -0.126 -0.222
O 0.048 -0.319 -0.100
C -0.188 -0.131 -0.031
C -0.013 -0.008 -0.031
C 0.043 -0.083 -0.130
C 0.029 -0.015 0.091
C -0.012 0.031 0.020
C 0.043 -0.013 0.003
H 0.027 0.014 0.000
H -0.027 0.010 0.009
H 0.014 -0.022 -0.012
H -0.011 0.008 -0.010
H 0.024 0.006 0.009
H -0.005 -0.033 0.006
H -0.011 0.000 0.012
H 0.000 -0.014 -0.022
H 0.003 -0.003 0.015
H -0.024 -0.025 -0.018
H 0.012 0.021 -0.009
H 0.009 -0.031 -0.044
H -0.001 -0.022 -0.002
H -0.012 0.008 0.000
H -0.010 -0.009 -0.014
H -0.029 -0.068 0.023
H -0.015 -0.014 -0.002
H -0.021 -0.004 -0.019
H -0.017 0.015 0.011
H 0.006 -0.001 0.015
H -0.005 -0.004 -0.012
H 0.014 -0.003 -0.006
H -0.003 0.006 -0.005
H -0.007 0.005 0.004
H 0.003 -0.008 -0.009
H -0.006 -0.004 0.010
H 0.011 0.001 0.005
H -0.012 -0.006 -0.015
H 0.011 0.009 -0.005
H 0.001 -0.012 0.002
H 0.080 0.034 -0.011
H -0.009 -0.013 0.009
H 0.012 -0.006 0.006
H 0.056 -0.044 -0.007
H 0.016 0.004 -0.013
H -0.011 0.008 -0.008
H -0.002 -0.024 -0.016
H -0.074 0.016 0.032
H -0.010 0.004 -0.007
H 0.002 0.010 -0.002
O -0.066 0.035 -0.044
C -0.018 0.020 -0.054
O 0.060 -0.022 0.013
C -0.093 -0.051 0.032
C 0.023 0.062 -0.118
Cl -0.025 0.089 0.059
N -0.200 -0.106 0.162
N 0.088 0.065 -0.106
C 0.105 -0.003 -0.007
C -0.094 0.232 -0.230
O 0.090 -0.061 0.076
O 0.181 -0.432 -0.022
C -0.017 -0.033 0.031
C -0.043 -0.021 0.031
C 0.084 0.175 -0.016
C -0.100 -0.086 -0.065
C -0.006 0.064 0.054
C 0.079 -0.133 -0.262
H 0.025 -0.025 0.058
H -0.013 -0.014 0.023
H -0.016 0.016 0.011
H -0.004 0.009 0.001
H 0.022 -0.023 -0.006
H 0.052 0.138 0.019



Entry 2:
Formula: C39H46N2O7PbSSe2Te
Source: the OMol25 dataset
Level of theory: the ωB97M-V functional and the def2-TZVPD basis

Values from the calculation:
**Gap between HOMO and LUMO (spin up / spin down)**: 7.15 / 5.71 eV
**2S+1**: 2
**Total charge**: -1
**Energy above the lowest of the compared OMol25 structures with the same formula, charge and spin**: 0.0438 eV

Atoms and positions in Å:
Pb  0.05366  0.48331  0.06597
C  4.53762  -2.96205  -4.62174
C  3.55255  -1.91306  -4.20418
C  3.61360  -1.34050  -2.93991
C  2.67514  -0.40598  -2.53937
C  1.68817  -0.01493  -3.42144
C  1.62915  -0.55030  -4.69426
C  2.55405  -1.50259  -5.07898
S  0.36359  1.08853  -2.91751
O  -0.11754  1.72595  -4.11534
O  0.87940  2.00295  -1.89199
N  -0.72302  0.17146  -2.18051
C  -0.96897  -1.11653  -2.72642
C  0.04483  -2.12628  -2.10621
O  0.46378  -3.05249  -2.77439
O  0.33613  -1.87946  -0.88732
H  5.49682  -2.82003  -4.12820
H  4.68587  -2.93395  -5.69934
H  4.15958  -3.94903  -4.35277
H  4.40176  -1.63163  -2.26037
H  2.71165  0.02769  -1.55022
H  0.86495  -0.19929  -5.37081
H  2.49461  -1.93226  -6.06710
H  -0.90630  -1.14927  -3.81862
H  -1.96573  -1.44279  -2.40896
O  -0.42428  5.30264  3.48617
C  -0.54190  5.15576  2.09639
C  -1.28322  3.86265  1.67115
C  -2.73299  3.94476  2.18479
O  -2.82753  3.92269  3.59207
C  -1.28873  3.84351  0.14306
Se  -2.11217  2.25240  -0.71335
C  -0.52508  2.68792  2.29277
Se  -1.43806  0.92404  2.36926
H  -1.28363  5.04991  3.86769
H  0.47614  5.14733  1.69699
H  -1.07299  6.02255  1.66704
H  -3.30876  3.12176  1.74141
H  -3.17960  4.89010  1.86031
H  -2.59466  3.02400  3.86657
H  -0.27049  3.87301  -0.24969
H  -1.83661  4.71037  -0.23732
H  -0.26953  2.90851  3.33124
H  0.41683  2.54787  1.75216
C  0.99004  -7.74870  -2.41747
C  0.75501  -6.56380  -1.52767
C  -0.52125  -6.20004  -1.13192
C  -0.73898  -5.11156  -0.29678
C  -2.14376  -4.71690  0.04268
C  0.35154  -4.39448  0.18514
Te  -0.14410  -2.73299  1.42386
N  1.45022  -2.58985  2.57408
C  2.07431  -1.43153  2.53484
O  1.82268  -0.45426  1.80370
C  3.23244  -1.35565  3.48335
C  3.11181  -1.85963  4.77249
C  4.17304  -1.76675  5.65495
C  5.35978  -1.17387  5.25559
C  5.48662  -0.67856  3.96854
C  4.42553  -0.76674  3.08412
C  -1.04246  -4.04343  2.91660
C  -0.48416  -5.24327  3.35031
C  0.87901  -5.67886  2.91335
C  -1.20399  -6.07361  4.20519
C  -2.46773  -5.73307  4.65150
C  -3.26838  -6.65213  5.52744
C  -2.99774  -4.51360  4.24998
C  -2.30642  -3.67276  3.38920
C  -2.90877  -2.36644  2.97169
C  1.63336  -4.68910  -0.27333
C  2.80609  -3.81313  0.01827
C  1.81855  -5.78560  -1.10371
H  0.05036  -8.21985  -2.69299
H  1.61499  -8.48228  -1.90837
H  1.50309  -7.44239  -3.32751
H  -1.37189  -6.75956  -1.49718
H  -2.84784  -5.18989  -0.63891
H  -2.25691  -3.63518  -0.04436
H  -2.40617  -5.00638  1.05994
H  2.17714  -2.30808  5.07022
H  4.07989  -2.15126  6.66189
H  6.18363  -1.07866  5.94912
H  6.41341  -0.21635  3.66031
H  4.50842  -0.38214  2.07832
H  1.48277  -4.81203  2.65893
H  0.80571  -6.33337  2.04414
H  1.36870  -6.23374  3.71184
H  -0.75990  -7.00962  4.52055
H  -2.66420  -7.48896  5.87023
H  -4.11894  -7.04494  4.96840
H  -3.65504  -6.11919  6.39488
H  -3.97565  -4.22395  4.61246
H  -3.87500  -2.20386  3.44500
H  -3.05130  -2.32141  1.88963
H  -2.24798  -1.54036  3.25159
H  2.71327  -3.33559  0.98642
H  2.83542  -3.03152  -0.74260
H  3.74201  -4.36909  -0.01754
H  2.81924  -6.02095  -1.44345

Atomic forces in eV per Å
Pb 1.081 -0.167 -0.488
C -0.061 -0.019 0.031
C -0.001 0.092 -0.058
C -0.059 0.036 -0.015
C 0.065 0.074 0.157
C -0.399 0.485 -0.009
C 0.045 0.012 -0.152
C -0.018 0.097 0.138
S -0.551 -0.429 0.046
O 0.017 -0.100 -0.329
O 0.223 -0.070 -0.264
N 0.742 1.500 -0.558
C 0.460 -0.914 0.114
C -0.753 0.076 -0.971
O 0.211 -0.565 -0.229
O 0.354 0.615 0.741
H 0.078 -0.025 0.011
H 0.072 -0.077 -0.059
H 0.029 -0.092 -0.013
H 0.072 -0.052 0.094
H 0.052 0.013 0.115
H -0.070 -0.026 -0.086
H 0.025 -0.075 -0.152
H -0.104 -0.185 0.091
H -0.055 -0.022 -0.174
O -0.169 0.095 0.518
C -0.083 -0.027 -0.396
C -0.122 0.213 0.344
C 0.012 -0.136 -0.786
O 0.004 -0.082 0.502
C -0.348 -0.151 -0.316
Se -0.347 0.786 0.834
C -0.068 -0.503 0.044
Se -0.959 0.564 0.604
H 0.201 0.040 -0.030
H -0.036 -0.001 -0.070
H 0.084 -0.126 -0.070
H 0.040 0.153 0.136
H 0.041 -0.045 -0.014
H -0.066 -0.075 0.016
H 0.009 0.017 0.040
H 0.114 -0.014 0.072
H 0.055 0.029 -0.221
H 0.136 0.112 0.075
C 0.004 0.081 0.054
C -0.100 -0.008 0.035
C 0.116 -0.005 -0.027
C 0.004 -0.059 0.129
C -0.111 -0.171 -0.010
C -0.204 -0.022 -0.197
Te 0.100 -1.156 0.886
N -0.040 -0.473 0.338
C -0.110 0.171 -0.231
O 0.320 0.181 -0.151
C 0.057 0.047 0.170
C 0.047 0.010 -0.058
C 0.032 -0.008 0.151
C 0.088 0.050 0.045
C 0.043 0.002 -0.022
C -0.125 0.013 -0.055
C -0.243 0.163 -0.079
C 0.320 0.055 -0.187
C 0.114 -0.109 -0.044
C -0.149 0.107 0.017
C 0.033 0.027 -0.027
C 0.031 0.043 -0.063
C 0.077 0.002 -0.061
C -0.008 0.056 -0.010
C -0.087 0.168 0.068
C 0.237 0.052 0.065
C 0.127 0.131 -0.006
C -0.217 0.036 0.179
H -0.056 -0.091 -0.046
H 0.023 -0.103 -0.040
H 0.043 -0.029 -0.095
H -0.107 -0.050 -0.039
H -0.049 0.057 -0.055
H -0.220 0.083 -0.065
H -0.081 -0.005 0.008
H -0.086 -0.102 0.016
H -0.049 -0.010 0.043
H 0.055 -0.054 0.059
H 0.068 0.036 -0.056
H -0.027 0.087 -0.073
H 0.153 -0.167 0.051
H 0.063 -0.036 -0.067
H 0.065 -0.032 0.068
H 0.062 -0.061 0.024
H -0.006 -0.068 0.047
H -0.051 -0.068 0.060
H -0.047 -0.020 0.073
H -0.096 0.102 -0.006
H -0.033 0.021 0.018
H -0.066 0.057 -0.008
H -0.154 0.011 -0.029
H 0.159 -0.017 0.029
H 0.001 0.082 -0.044
H 0.030 -0.062 -0.027
H 0.101 0.026 -0.020



Number 1: DFT total energy -136120.730 eV. Number 2: DFT total energy -212572.312 eV.